Density functional theory data (the ωB97M-V functional and the def2-TZVPD basis) for a single C19H21N3O3 molecule.

- LUMO energy (Ha) = 0.024
- highest occupied orbital energy (eV) = -7.40
- DFT total energy (eV) = -30656.563
- 2S+1 = 1
- relative energy (zero: lowest compared OMol25 entry of this formula, charge and spin) (kcal/mol) = 52.3
- molar mass (g/mol) = 339.4
- gap between HOMO and LUMO (eV) = 8.048

Cartesian coordinates (Å):
C -3.162 -1.993 -1.133
C -3.656 -1.146 -0.252
C -4.376 0.121 -0.604
O -4.083 1.180 0.294
C -2.779 1.484 0.571
C -2.537 1.940 1.862
C -1.269 2.283 2.285
C -0.199 2.184 1.409
C 1.200 2.518 1.891
N 2.274 2.148 1.002
C 2.446 0.857 0.545
C 3.274 0.645 -0.567
C 3.525 -0.619 -1.072
C 2.924 -1.690 -0.445
N 2.941 -3.052 -0.689
C 2.157 -3.714 0.227
O 1.953 -4.903 0.294
N 1.643 -2.735 1.054
C 2.093 -1.490 0.669
C 1.843 -0.234 1.180
C -0.437 1.771 0.108
C -1.704 1.414 -0.335
O -1.968 1.000 -1.611
C -0.906 0.716 -2.499
C -0.409 1.954 -3.242
H -2.660 -2.898 -0.836
H -3.250 -1.818 -2.193
H -3.559 -1.326 0.811
H -4.171 0.409 -1.640
H -5.457 -0.024 -0.485
H -3.379 2.002 2.533
H -1.110 2.617 3.299
H 1.362 2.027 2.858
H 1.275 3.596 2.064
H 2.540 2.858 0.337
H 3.728 1.502 -1.043
H 4.165 -0.754 -1.930
H 3.455 -3.519 -1.416
H 1.028 -2.930 1.824
H 1.192 -0.105 2.027
H 0.392 1.719 -0.578
H -1.333 0.011 -3.218
H -0.085 0.213 -1.973
H -1.231 2.408 -3.790
H 0.370 1.669 -3.943
H -0.011 2.695 -2.553

Okay, here come the Löwdin numbers, in e, for every atom:
1 C 0.018
2 C -0.151
3 C -0.194
4 O -0.037
5 C -0.208
6 C 0.004
7 C -0.050
8 C -0.221
9 C -0.159
10 N 0.004
11 C -0.298
12 C -0.046
13 C -0.021
14 C -0.203
15 N 0.172
16 C -0.532
17 O 0.056
18 N 0.182
19 C -0.182
20 C 0.048
21 C 0.029
22 C -0.168
23 O -0.069
24 C -0.237
25 C -0.057
26 H 0.055
27 H 0.061
28 H 0.113
29 H 0.120
30 H 0.132
31 H 0.120
32 H 0.112
33 H 0.122
34 H 0.131
35 H 0.129
36 H 0.106
37 H 0.109
38 H 0.163
39 H 0.165
40 H 0.117
41 H 0.099
42 H 0.122
43 H 0.119
44 H 0.079
45 H 0.077
46 H 0.067